Entry 1:
Computed, not measured: C14H20BrNO in the gas phase, with ωB97M-V/def2-TZVPD.

Atoms and positions in Å:
C 5.78890 -1.65376 -0.31841
C 4.56891 -1.09660 0.40535
C 3.52686 -0.56763 -0.57807
C 2.33852 0.11262 0.10099
C 1.46604 -0.85259 0.90103
H 1.16157 -1.68688 0.26290
H 2.03106 -1.26041 1.73917
C 0.22027 -0.16267 1.45845
N -0.66150 0.29038 0.40748
C -0.95253 1.58963 0.19478
O -0.53434 2.49518 0.87948
C -1.89607 1.80760 -0.99393
C -3.21638 1.15767 -0.70714
C -4.06243 1.70823 0.25106
C -5.26673 1.10784 0.56352
C -5.62824 -0.05831 -0.09049
C -4.80515 -0.62669 -1.04593
C -3.60057 -0.01534 -1.34603
H -2.96229 -0.45530 -2.09970
H -5.10126 -1.53397 -1.54974
Br -7.28905 -0.89587 0.33125
H -5.91958 1.53917 1.30652
H -3.76816 2.61470 0.75804
H -1.44380 1.38997 -1.89501
H -2.01658 2.88379 -1.12143
H -1.04750 -0.41034 -0.20553
H 0.50134 0.72480 2.02934
H -0.32566 -0.84995 2.11464
H 1.72303 0.59012 -0.66526
H 2.70041 0.90064 0.76410
H 4.00916 0.15642 -1.23913
H 3.16743 -1.39158 -1.19998
H 4.13112 -1.88368 1.02163
H 4.87965 -0.28645 1.06864
H 6.26341 -0.88062 -0.91890
H 6.51870 -2.03027 0.39447
H 5.50147 -2.46984 -0.97814

Values from the calculation:
**Multiplicity**: 1
**Strongest force on any atom**: 0.68 eV/Å
**E_HOMO**: -9.0 eV
**Frontier orbital gap**: 0.3535 hartree
**M**: 298.2 g mol⁻¹
**Energy relative to the best compared isomer or geometry (same formula, charge and spin)**: 0.0 kJ/mol
**Calculated total energy**: -88423.6279 eV
**Charge**: 0
**SMILES string**: CCCCCCNC(=O)Cc1ccc(Br)cc1
**LUMO**: 0.64 eV

Here are the Löwdin charges for atoms 1 to 5, given in e: C -0.12; C -0.28; C -0.23; C -0.21; C -0.19

---

Entry 2:
Computed, not measured: a molecular structure, C20H19Cl3CuNOSSeSi, with ωB97M-V/def2-TZVPD.

Atoms and positions in Å:
Cu -0.01586 1.20118 0.77078
Cl 1.98390 4.99700 7.23064
C 1.56934 4.06173 5.81048
C 1.60011 4.65978 4.56251
C 1.26741 3.91378 3.44959
Cl 1.34170 4.66062 1.88287
C 0.88509 2.54627 3.50571
O 0.58197 1.83660 2.49376
C 0.89340 2.00422 4.81737
Cl 0.45959 0.32765 4.98045
C 1.21898 2.73056 5.94523
H 1.88225 5.69712 4.45126
H 1.19965 2.25692 6.91659
C 3.16158 -3.42573 0.07340
Si 2.15208 -3.34459 -1.49168
C 1.14419 -4.92595 -1.64078
C 3.32064 -3.24589 -2.96232
C 0.94504 -1.90844 -1.64601
C 0.18743 -1.85833 -2.80988
C -0.73283 -0.84402 -3.05108
C -0.89117 0.12187 -2.07937
N -0.19227 0.09568 -0.94711
C 0.72638 -0.87292 -0.71125
S 1.51093 -0.61975 0.80653
H 3.80724 -4.30819 0.02411
H 2.52929 -3.50187 0.95787
H 3.78438 -2.54047 0.19928
H 1.79330 -5.80498 -1.61810
H 0.57113 -4.95517 -2.57015
H 0.43725 -5.00678 -0.81229
H 4.01385 -4.09085 -2.96624
H 3.90892 -2.32665 -2.92133
H 2.77837 -3.25125 -3.91045
H 0.31734 -2.63031 -3.56393
H -1.31615 -0.80314 -3.95979
H -1.58706 0.93938 -2.19694
Se -1.84557 2.73027 0.75556
C -3.08777 2.01565 -0.51172
C -3.37125 2.71025 -1.68947
C -4.25227 2.19280 -2.62975
C -4.86752 0.96677 -2.41313
C -4.60433 0.27377 -1.23836
C -3.73165 0.79689 -0.29493
H -2.87581 3.65626 -1.86872
H -4.45128 2.74646 -3.53996
H -5.54775 0.55759 -3.14991
H -5.08046 -0.68229 -1.05537
H -3.52174 0.25054 0.61601

Values from the calculation:
**Multiplicity**: 2
**Strongest force on any atom**: 0.21 eV/Å
**E_HOMO (spin up / spin down)**: -4.7 / -4.6 eV
**Frontier orbital gap (spin up / spin down)**: 0.2647 / 0.2517 hartree
**M**: 598.4 g mol⁻¹
**Energy relative to the best compared isomer or geometry (same formula, charge and spin)**: 21.8 kJ/mol
**Calculated total energy**: -190856.7742 eV
**Charge**: -1
**LUMO (spin up / spin down)**: 2.53 / 2.21 eV

Here are the Löwdin charges for atoms 1 to 5, given in e: Cu 0.19; Cl 0.60; C -0.69; C -0.16; C -0.58